Entry 1:
Computed, not measured: a cluster of 15 separate species, C48H75Cl29O4 in total in a non-equilibrium geometry, with ωB97M-V/def2-TZVPD.

Cartesian coordinates (Å):
C 7.95 -0.90 0.85
C 6.43 -0.82 0.65
C 5.78 -2.18 0.31
C 5.08 -2.21 -1.08
C 3.57 -2.54 -1.03
C 3.16 -3.74 -1.90
C 1.97 -4.55 -1.32
C 0.72 -4.45 -2.18
C -0.49 -5.16 -1.54
C -1.36 -4.17 -0.71
C -2.63 -3.81 -1.49
C -3.67 -3.01 -0.69
C -3.58 -1.46 -0.83
C -2.15 -0.96 -0.98
C -1.66 -0.67 -2.27
C -2.48 -0.81 -3.54
C -3.20 0.49 -3.96
C -4.05 1.17 -2.88
C -0.33 -0.26 -2.40
C 0.50 -0.12 -1.31
C 0.02 -0.41 -0.04
C -1.32 -0.81 0.15
C -1.77 -1.07 1.54
O -2.73 -1.75 1.81
C -0.97 -0.48 2.67
C 0.36 -0.12 2.45
C 1.15 0.42 3.45
C 0.61 0.60 4.71
Cl 1.62 1.25 5.96
C -0.72 0.27 4.97
O -1.24 0.48 6.20
C -1.51 -0.27 3.94
O -2.81 -0.55 4.27
C -3.81 0.40 3.85
C -3.31 1.74 3.36
C -4.49 2.69 3.10
C -3.97 3.85 2.23
C 0.95 -0.29 1.11
O 2.14 -0.30 0.95
H 8.26 -1.82 1.34
H 8.28 -0.08 1.49
H 8.50 -0.79 -0.09
H 6.01 -0.50 1.61
H 6.19 -0.05 -0.08
H 6.57 -2.93 0.32
H 5.09 -2.46 1.10
H 5.61 -2.92 -1.73
H 5.19 -1.22 -1.52
H 3.06 -1.67 -1.45
H 3.23 -2.63 -0.01
H 2.90 -3.40 -2.90
H 4.01 -4.41 -1.96
H 1.77 -4.29 -0.28
H 2.27 -5.60 -1.34
H 0.42 -3.41 -2.36
H 0.93 -4.89 -3.16
H -1.12 -5.58 -2.32
H -0.16 -5.97 -0.89
H -0.74 -3.31 -0.48
H -1.67 -4.71 0.19
H -2.33 -3.32 -2.41
H -3.10 -4.75 -1.78
H -3.65 -3.32 0.35
H -4.65 -3.28 -1.10
H -4.20 -1.19 -1.67
H -3.99 -0.99 0.06
H -3.20 -1.61 -3.42
H -1.78 -1.06 -4.33
H -3.89 0.20 -4.76
H -2.51 1.19 -4.41
H -3.59 1.17 -1.89
H -4.99 0.63 -2.81
H -4.32 2.17 -3.19
H 0.06 -0.04 -3.39
H 1.53 0.21 -1.39
H 2.18 0.70 3.26
H -2.14 0.13 6.16
H -4.48 -0.08 3.14
H -4.43 0.59 4.74
H -2.76 1.67 2.42
H -2.70 2.22 4.13
H -5.24 2.18 2.51
H -4.89 3.08 4.03
H -3.92 3.55 1.19
H -4.62 4.72 2.28
H -2.97 4.16 2.54
C -1.29 -3.88 4.71
Cl -1.03 -4.44 3.06
Cl 0.06 -4.33 5.76
H -1.37 -2.80 4.70
H -2.20 -4.32 5.10
C 6.70 -6.23 -1.08
Cl 5.47 -5.62 0.02
Cl 7.97 -5.03 -1.40
H 7.16 -7.11 -0.63
H 6.23 -6.49 -2.02
C 0.77 -7.07 -5.44
Cl 1.31 -7.95 -4.01
Cl -0.34 -5.76 -5.02
H 1.64 -6.64 -5.93
H 0.26 -7.75 -6.11
C 3.23 -3.46 4.48
Cl 3.42 -4.07 2.84
Cl 4.58 -3.92 5.53
H 3.17 -2.38 4.45
H 2.32 -3.88 4.88
C 2.08 4.94 7.05
Cl 0.99 5.23 8.41
Cl 3.66 5.71 7.29
H 2.23 3.87 6.96
H 1.63 5.34 6.15
C -8.03 2.19 -3.72
Cl -6.90 1.98 -5.06
Cl -7.32 3.14 -2.40
H -8.91 2.71 -4.08
H -8.30 1.21 -3.33
C -7.21 5.28 -7.86
Cl -7.75 5.04 -6.20
Cl -6.06 4.03 -8.37
H -8.08 5.24 -8.52
H -6.73 6.24 -7.93
C 11.02 0.82 -0.18
Cl 11.69 -0.04 1.21
Cl 9.96 2.14 0.32
H 11.84 1.23 -0.76
H 10.45 0.12 -0.77
C 0.44 -7.60 4.23
Cl 0.69 -8.16 2.57
Cl 1.79 -8.05 5.28
H 0.35 -6.53 4.22
H -0.46 -8.05 4.62
C -7.99 7.55 -10.80
Cl -7.64 9.03 -9.91
Cl -9.23 6.58 -9.99
H -8.34 7.80 -11.79
H -7.08 6.96 -10.86
C 7.15 5.01 0.52
Cl 6.27 4.42 -0.90
Cl 7.70 6.68 0.32
H 6.50 4.96 1.38
H 8.02 4.38 0.67
C -1.24 2.30 10.06
Cl -0.62 1.32 11.39
Cl -2.36 3.55 10.63
H -0.41 2.78 9.57
H -1.76 1.65 9.37
C -10.10 11.26 -12.59
Cl -10.66 11.01 -10.94
Cl -8.97 10.00 -13.11
H -10.96 11.24 -13.25
H -9.60 12.22 -12.65
C 7.56 6.61 7.20
Cl 7.84 6.04 5.55
Cl 8.91 6.21 8.27
H 7.45 7.69 7.18
H 6.66 6.14 7.58

Output
lowest unoccupied orbital energy	-0.037	hartree
spin multiplicity	1
HOMO	-9.32	eV
total charge	0
gap between HOMO and LUMO	0.30560	Ha

=====

Entry 2:
Computed, not measured: a cluster of 13 separate species, C48H75N3O16 in total in a non-equilibrium geometry, with ωB97M-V/def2-TZVPD.

Cartesian coordinates (Å):
C 11.05 0.05 6.48
C 10.25 1.08 6.05
C 9.09 0.83 5.26
C 8.80 -0.52 4.98
C 9.53 -1.58 5.54
C 10.67 -1.29 6.20
N 7.66 -0.85 4.13
O 7.15 -1.98 4.18
O 7.04 0.03 3.58
H 11.94 0.19 7.07
H 10.52 2.07 6.37
H 8.40 1.59 4.92
H 9.22 -2.62 5.57
H 11.23 -2.01 6.78
C -0.20 -0.18 0.24
C 0.89 0.76 0.31
C 0.60 2.01 0.79
C -0.65 2.31 1.35
C -1.67 1.42 1.28
C -1.43 0.19 0.70
N -0.90 3.65 1.97
O -2.04 4.00 2.13
O 0.11 4.31 2.30
H -0.13 -1.19 -0.14
H 1.87 0.45 -0.03
H 1.42 2.70 0.92
H -2.63 1.58 1.75
H -2.26 -0.50 0.66
C 7.09 7.45 -0.05
C 8.09 7.57 -1.02
C 8.38 6.63 -1.96
C 7.74 5.38 -1.88
C 6.69 5.19 -0.90
C 6.35 6.27 -0.02
N 8.15 4.25 -2.77
O 7.69 3.11 -2.52
O 8.88 4.44 -3.68
H 6.90 8.21 0.68
H 8.67 8.47 -0.83
H 9.12 6.72 -2.75
H 6.33 4.20 -0.65
H 5.69 6.07 0.81
C -7.49 0.47 5.32
C -8.90 1.07 5.55
O -9.46 1.66 4.66
C -9.58 0.94 6.87
H -7.44 0.12 4.29
H -7.33 -0.31 6.06
H -6.72 1.23 5.43
H -10.56 1.42 6.83
H -8.99 1.37 7.67
H -9.75 -0.14 6.95
C 1.24 4.74 -6.43
C 2.61 4.16 -5.98
O 3.66 4.77 -6.08
C 2.64 2.77 -5.30
H 0.46 3.99 -6.30
H 1.21 4.85 -7.52
H 0.94 5.59 -5.83
H 1.64 2.34 -5.36
H 2.82 2.76 -4.22
H 3.37 2.12 -5.78
C 1.16 -2.66 -5.67
C 1.71 -2.26 -7.06
O 1.22 -1.33 -7.64
C 3.02 -2.95 -7.60
H 2.04 -2.54 -5.03
H 0.64 -3.62 -5.63
H 0.46 -1.92 -5.29
H 2.86 -4.03 -7.58
H 3.83 -2.86 -6.88
H 3.21 -2.46 -8.55
C -0.04 -9.47 -0.43
C 0.35 -8.10 -0.98
O -0.35 -7.15 -0.58
C 1.53 -7.94 -1.87
H 0.54 -9.54 0.49
H 0.12 -10.25 -1.17
H -1.09 -9.34 -0.17
H 1.43 -8.72 -2.62
H 2.43 -8.08 -1.28
H 1.61 -6.93 -2.27
C -9.34 6.01 0.88
C -7.86 5.72 0.39
O -7.10 6.62 0.13
C -7.40 4.26 0.38
H -9.43 7.08 0.71
H -9.30 6.01 1.97
H -10.13 5.46 0.36
H -8.24 3.83 -0.17
H -7.27 3.79 1.35
H -6.48 4.14 -0.19
C 9.07 -3.07 -4.16
C 7.86 -3.74 -3.65
O 6.82 -3.11 -3.39
C 7.87 -5.28 -3.61
H 9.67 -3.66 -4.85
H 9.60 -2.78 -3.25
H 8.82 -2.11 -4.61
H 7.49 -5.69 -2.68
H 8.90 -5.63 -3.72
H 7.26 -5.69 -4.41
C 0.49 -5.41 3.92
C -0.75 -6.10 4.60
O -0.59 -7.22 5.16
C -2.15 -5.61 4.23
H 0.23 -4.67 3.17
H 1.14 -6.14 3.44
H 0.98 -4.88 4.74
H -2.15 -5.94 3.19
H -2.30 -4.54 4.30
H -2.97 -6.22 4.60
C -6.14 6.86 6.74
C -6.94 8.10 6.34
O -8.05 8.23 6.86
C -6.44 9.14 5.37
H -6.25 6.76 7.82
H -5.09 7.08 6.54
H -6.45 5.91 6.32
H -5.35 9.09 5.41
H -6.90 10.07 5.74
H -6.85 8.99 4.38
C -5.93 -7.29 -2.22
C -6.98 -6.37 -1.63
O -8.19 -6.48 -1.88
C -6.41 -5.46 -0.56
H -6.49 -8.02 -2.80
H -5.51 -7.91 -1.42
H -5.22 -6.76 -2.85
H -7.15 -4.75 -0.20
H -5.52 -4.98 -0.99
H -6.00 -6.02 0.28
C -5.01 0.34 -5.84
C -5.62 -0.47 -4.67
O -5.63 -0.03 -3.55
C -6.44 -1.64 -5.02
H -4.16 -0.20 -6.27
H -4.65 1.30 -5.45
H -5.77 0.54 -6.59
H -5.95 -2.59 -4.82
H -6.53 -1.56 -6.10
H -7.46 -1.56 -4.63

Output
lowest unoccupied orbital energy	-0.030	hartree
spin multiplicity	1
HOMO	-9.27	eV
total charge	0
gap between HOMO and LUMO	0.31110	Ha

=====

Entry 3:
Computed, not measured: a structure of composition C48H77FGeN5O4PS2Si3Y, with ωB97M-V/def2-TZVPD.

Cartesian coordinates (Å):
Y -0.34 -0.32 0.36
C 2.01 2.93 4.53
S 0.89 3.92 3.51
C 0.61 2.70 2.21
S -0.93 1.92 2.16
N 1.64 2.49 1.47
N 1.53 1.42 0.59
C 2.57 1.43 -0.24
C 2.97 0.28 -0.93
C 4.13 0.28 -1.77
C 4.59 -0.89 -2.29
C 3.91 -2.09 -1.98
C 2.77 -2.01 -1.21
N 2.25 -0.87 -0.72
H 2.37 3.57 5.34
H 2.85 2.60 3.92
H 1.49 2.07 4.95
H 3.20 2.32 -0.27
H 4.63 1.22 -1.95
H 5.47 -0.90 -2.92
H 4.27 -3.06 -2.32
H 2.25 -2.91 -0.93
C -3.29 -1.83 5.70
Si -2.54 -0.57 4.51
C -1.30 0.39 5.55
C -3.93 0.63 4.13
Ge -1.60 -1.56 2.57
Si 0.28 -2.74 3.45
C 1.77 -1.63 3.11
C 0.34 -3.18 5.28
C 0.63 -4.36 2.56
Si -3.17 -3.28 2.12
C -3.18 -4.72 3.34
C -4.92 -2.59 2.17
C -2.94 -4.00 0.42
H -3.61 -1.33 6.62
H -2.55 -2.60 5.97
H -4.15 -2.34 5.27
H -1.74 0.68 6.52
H -1.00 1.31 5.02
H -0.40 -0.19 5.75
H -4.42 0.95 5.06
H -4.69 0.18 3.48
H -3.54 1.51 3.62
H 1.61 -0.61 3.50
H 1.95 -1.54 2.03
H 2.70 -2.01 3.55
H 0.39 -2.29 5.92
H 1.23 -3.80 5.48
H -0.55 -3.75 5.58
H 0.60 -4.21 1.47
H -0.11 -5.13 2.81
H 1.63 -4.73 2.83
H -3.62 -4.41 4.30
H -2.17 -5.09 3.55
H -3.78 -5.55 2.94
H -5.16 -2.15 3.14
H -5.65 -3.38 1.96
H -5.05 -1.80 1.42
H -2.00 -4.56 0.32
H -2.91 -3.19 -0.32
H -3.77 -4.67 0.16
F -1.70 -5.09 -6.09
C -1.90 -4.12 -5.17
C -0.90 -3.72 -4.39
N -1.04 -2.71 -3.46
C 0.05 -2.39 -2.55
C 0.02 -3.27 -1.30
O 0.06 -4.49 -1.51
O -0.01 -2.66 -0.19
C -2.28 -2.19 -3.24
O -2.62 -1.55 -2.24
N -3.24 -2.46 -4.20
C -3.21 -3.49 -5.12
O -4.17 -3.78 -5.81
H 0.08 -4.16 -4.46
H 0.00 -1.33 -2.31
H 0.98 -2.58 -3.08
H -4.13 -2.01 -4.04
C -4.72 3.37 -4.68
C -4.99 3.54 -3.19
C -3.68 3.83 -2.43
C -2.46 3.11 -3.06
C -2.96 1.81 -3.72
C -3.84 2.14 -4.94
P -1.13 2.73 -1.80
C -0.75 4.34 -0.95
C -1.77 4.74 0.12
C -1.10 5.69 1.14
C -0.03 6.57 0.47
C -0.42 6.87 -0.97
C -0.40 5.57 -1.81
C 0.39 2.54 -2.87
C 0.54 3.35 -4.18
C 0.26 2.50 -5.42
C 1.26 1.34 -5.55
C 1.72 0.84 -4.17
C 0.62 1.04 -3.14
H -4.22 4.27 -5.06
H -5.66 3.28 -5.24
H -5.44 2.63 -2.79
H -5.70 4.35 -3.01
H -3.80 3.52 -1.39
H -3.49 4.91 -2.43
H -2.04 3.75 -3.84
H -3.52 1.24 -2.98
H -2.13 1.17 -4.03
H -4.47 1.27 -5.16
H -3.21 2.31 -5.82
H 0.16 4.03 -0.41
H -2.15 3.86 0.65
H -2.61 5.24 -0.35
H -0.66 5.11 1.95
H -1.87 6.33 1.59
H 0.94 6.06 0.49
H 0.11 7.50 1.04
H 0.25 7.61 -1.42
H -1.42 7.30 -0.98
H 0.59 5.44 -2.25
H -1.11 5.66 -2.64
H 1.19 2.84 -2.19
H 1.56 3.74 -4.25
H -0.11 4.23 -4.19
H 0.29 3.13 -6.32
H -0.76 2.11 -5.35
H 2.13 1.67 -6.13
H 0.80 0.53 -6.11
H 2.61 1.38 -3.84
H 2.02 -0.22 -4.23
H 0.89 0.56 -2.20
H -0.30 0.56 -3.49
C -2.26 -0.60 -1.17
C -3.54 -0.12 -0.73
C -4.81 -0.63 -1.16
C -6.01 -0.08 -0.74
C -6.04 1.00 0.15
C -4.82 1.49 0.61
C -3.62 0.95 0.19
H -4.85 -1.51 -1.79
H -6.94 -0.51 -1.09
H -6.98 1.42 0.48
H -4.81 2.31 1.32
H -2.71 1.39 0.58

Output
lowest unoccupied orbital energy (spin up / spin down)	0.142 / 0.141	hartree
expectation value of S²	0.773
spin multiplicity	2
HOMO (spin up / spin down)	-0.92 / -0.92	eV
total charge	-2
gap between HOMO and LUMO (spin up / spin down)	0.17555 / 0.17526	Ha
relative energy (zero: lowest compared OMol25 entry of this formula, charge and spin)	119.6	kcal/mol

=====

Number 2 is which compound? C48H75N3O16

=====

The highest spin multiplicity belongs to which entry? C48H77FGeN5O4PS2Si3Y

=====

Which of these has the lowest total charge? C48H77FGeN5O4PS2Si3Y